Density functional theory data (the ωB97M-V functional and the def2-TZVPD basis) for C18H52MgN5O9 as an isolated structure at a distorted geometry.

Results
DFT total energy in eV: -50824.69939
Charge: +1

Each line ends with the Löwdin charge.
Positions of all 85 atoms, in Å:
Mg1 24.47 11.24 9.64  0.690
N1 22.73 9.34 11.44  -0.513
O1 21.53 9.19 11.67  0.030
O2 23.56 8.46 11.70  0.020
O3 23.11 10.43 10.93  -0.082
C1 22.54 2.12 12.92  -0.070
C2 22.15 3.59 12.81  -0.444
C3 21.26 3.79 11.59  -0.224
O4 21.07 5.14 11.25  -0.182
C4 22.18 5.76 10.63  -0.111
N2 21.51 4.02 14.05  0.048
H1 21.75 1.48 13.31  0.082
H2 23.36 2.01 13.63  0.082
H3 22.90 1.70 11.98  0.076
H4 23.05 4.18 12.60  0.121
H5 20.27 3.34 11.71  0.133
H6 21.70 3.24 10.74  0.121
H7 21.83 6.77 10.41  0.059
H8 22.39 5.29 9.66  0.093
H9 23.08 5.77 11.24  0.073
H10 21.02 4.90 13.93  0.069
H11 20.85 3.31 14.35  0.068
C5 23.36 15.21 10.09  -0.030
C6 24.24 13.96 9.95  -0.344
C7 24.74 13.49 11.30  -0.144
O5 25.31 12.18 11.14  -0.263
C8 25.86 11.72 12.37  -0.038
N3 23.34 12.86 9.39  0.025
H12 22.39 14.98 10.51  0.076
H13 23.26 15.71 9.13  0.092
H14 23.83 15.94 10.75  0.095
H15 25.01 14.20 9.21  0.151
H16 23.89 13.54 11.99  0.150
H17 25.52 14.16 11.67  0.149
H18 26.72 12.33 12.65  0.110
H19 26.24 10.71 12.25  0.092
H20 25.11 11.73 13.16  0.115
H21 23.19 13.08 8.41  0.113
H22 22.40 12.96 9.82  0.057
C9 25.88 7.25 8.90  -0.024
C10 25.52 8.71 8.67  -0.364
C11 24.07 8.79 8.25  -0.186
O6 23.59 10.13 8.19  -0.253
C12 22.21 10.16 7.74  -0.001
N4 25.70 9.55 9.89  0.038
H23 26.95 7.08 8.97  0.091
H24 25.45 6.63 8.11  0.095
H25 25.43 6.92 9.84  0.089
H26 26.11 9.18 7.87  0.153
H27 23.44 8.19 8.94  0.130
H28 23.92 8.24 7.31  0.149
H29 22.19 9.87 6.69  0.110
H30 21.85 11.18 7.86  0.084
H31 21.59 9.48 8.33  0.101
H32 26.68 9.51 10.17  0.120
H33 25.26 9.04 10.67  0.076
C13 19.14 13.13 9.09  -0.044
C14 19.52 13.31 10.56  -0.400
C15 18.43 12.84 11.49  -0.246
O7 17.33 13.67 11.36  -0.171
C16 16.23 13.33 12.18  -0.084
N5 20.77 12.54 10.81  0.031
H34 20.03 13.27 8.48  0.059
H35 18.40 13.88 8.83  0.083
H36 18.75 12.13 8.93  0.082
H37 19.80 14.36 10.72  0.137
H38 18.79 12.86 12.54  0.133
H39 18.24 11.78 11.29  0.125
H40 16.55 12.70 13.01  0.088
H41 15.43 12.85 11.61  0.089
H42 15.86 14.24 12.65  0.089
H43 20.56 11.57 11.04  0.066
H44 21.18 12.79 11.71  0.090
C17 23.02 8.62 15.28  -0.148
O8 21.97 9.28 14.58  -0.124
H45 22.60 7.87 15.95  0.078
H46 23.74 8.15 14.61  0.069
H47 23.55 9.36 15.89  0.072
H48 22.05 9.10 13.64  0.009
C18 18.69 8.15 9.72  -0.148
O9 18.84 9.32 10.50  -0.137
H49 17.87 8.30 9.03  0.079
H50 19.61 7.90 9.17  0.063
H51 18.51 7.27 10.36  0.084
H52 19.65 9.26 11.02  0.024